[1]
The following is a quantum chemistry calculation of a single C3H5ClO molecule, from the Open Molecules 2025 dataset.

Summary:
Energy above the lowest of the compared OMol25 structures with the same formula, charge and spin in eV: 2.456
Molar mass in g/mol: 92.5
Calculated total energy in Ha: -652.6430
E_LUMO in eV: 0.669
Orbital gap in eV: 9.327
SMILES string: OC1(Cl)CC1

```
! wB97M-V def2-TZVPD RIJCOSX def2/J DEFGRID3
* xyz 0 1
C -0.6703 0.5812 -0.5765
C -0.4443 0.3239 0.8825
C 0.7414 -0.2975 0.1527
O 0.8134 -1.5942 -0.0472
Cl 2.2774 0.5251 -0.1055
H -1.3781 -0.2211 -0.9785
H -0.6919 1.5196 -1.1809
H -0.3027 1.2971 1.4930
H -1.2272 -0.2809 1.4499
H 0.8822 -1.8531 -1.0895
*
```



[2]
The following is a quantum chemistry calculation of 8 unconnected molecules or ions with the total composition C44H61BF11N4O23S4, from the Open Molecules 2025 dataset.

Summary:
Molar mass in g/mol: 1362.0
Calculated total energy in Ha: -6378.7524
E_LUMO in eV: -2.670
Orbital gap in eV: 7.829

```
! wB97M-V def2-TZVPD RIJCOSX def2/J DEFGRID3
* xyz 1 1
C -0.5167 4.8947 -3.5548
C -1.7520 4.0106 -3.7105
C -1.4685 2.5371 -4.0379
C -0.3906 2.3014 -5.1216
C -0.3778 3.2615 -6.3164
C 0.9774 3.8619 -6.6302
F 1.6716 3.0823 -7.4801
F 0.8451 5.0693 -7.2115
F 1.7568 4.0353 -5.5416
C -0.9006 1.8665 -2.7594
C -2.0183 1.3310 -1.8805
C -1.6655 -0.0490 -1.3285
C -0.4450 0.0339 -0.3942
C -0.8266 -0.3083 1.0419
S 0.2983 0.2215 2.3660
C 1.5504 -1.0218 2.3660
S 1.9558 -1.9119 1.0512
N 2.1419 -1.1202 3.6016
C 3.1092 -2.2031 3.7468
C 3.4141 -2.3843 5.2281
O 3.4755 -1.1524 5.9279
C 3.8397 -0.0873 5.0843
C 2.7398 0.1747 4.0540
N -2.3970 2.1397 -0.7292
C -1.7585 3.1048 -0.3605
S -0.9217 4.2936 0.1642
N -3.2347 1.2431 -2.8570
F -3.5385 -0.1244 -2.9918
C -4.5663 1.7646 -2.3670
C -4.7632 3.2796 -2.2852
C -6.1958 3.7029 -2.6837
S -6.2097 5.1310 -3.8196
C -2.7213 1.6380 -4.2345
B -3.7408 1.9973 -5.4091
O -5.0770 2.1537 -5.2005
N -3.1033 2.1335 -6.7009
C -3.6804 3.2305 -7.4946
C -3.0647 0.8694 -7.4534
H -0.7450 5.7293 -2.8984
H 0.3281 4.3634 -3.1202
H -0.1829 5.2980 -4.5045
H -2.4071 4.4664 -4.4590
H -2.2877 4.0399 -2.7653
H 0.5776 2.3203 -4.6300
H -0.5336 1.2886 -5.4942
H -1.0983 4.0659 -6.2174
H -0.6649 2.7258 -7.2159
H -0.3820 0.9727 -3.1135
H -0.1354 2.4327 -2.2396
H -1.4774 -0.7460 -2.1361
H -2.5191 -0.4203 -0.7630
H 0.0604 0.9990 -0.4079
H 0.2899 -0.6849 -0.7314
H -0.9715 -1.3773 1.1748
H -1.7355 0.2313 1.3047
H 2.6926 -3.1353 3.3865
H 4.0240 -1.9799 3.1923
H 4.3275 -2.9710 5.3226
H 2.6059 -2.9505 5.6855
H 3.9469 0.7905 5.7143
H 4.7885 -0.2881 4.5812
H 3.1581 0.7110 3.2004
H 1.9658 0.7907 4.5068
H -5.2754 1.3345 -3.0580
H -4.7285 1.2987 -1.4001
H -4.5985 3.5890 -1.2602
H -4.0875 3.8034 -2.9431
H -6.6774 2.9123 -3.2461
H -6.7956 3.9736 -1.8220
H -5.1082 5.7384 -3.3720
H -2.2920 0.7038 -4.6069
H -5.6158 1.7823 -5.9112
H -4.1466 3.9743 -6.8525
H -2.8965 3.7197 -8.0726
H -4.4276 2.8726 -8.2066
H -2.2944 0.9038 -8.2216
H -2.8185 0.0396 -6.7899
H -4.0271 0.6469 -7.9223
C 0.6802 -5.2709 -1.2551
C -0.6755 -5.5104 -0.6207
O -1.3787 -4.3291 -0.9753
C -0.8303 -3.8321 -2.1128
O -1.3176 -2.9730 -2.7751
O 0.3396 -4.4414 -2.3751
F -0.6109 -5.5980 0.7271
H 1.3248 -4.7011 -0.5870
H 1.1886 -6.1728 -1.5804
H -1.2156 -6.3780 -1.0012
C 7.2669 -2.8541 5.9470
C 8.5270 -2.0260 6.1198
O 8.8259 -1.6489 4.7849
C 7.6692 -1.6404 4.0776
O 7.5198 -1.1540 3.0070
O 6.6925 -2.2626 4.7762
F 9.5541 -2.7408 6.6249
H 7.5099 -3.8973 5.7431
H 6.5754 -2.7903 6.7820
H 8.4009 -1.1231 6.7196
C 2.6121 -7.5182 4.5076
C 2.0514 -6.1098 4.4726
O 3.1836 -5.3373 4.8443
C 4.2967 -6.0182 4.4842
O 5.3840 -5.5384 4.4373
O 3.9937 -7.2904 4.1707
F 1.0629 -5.9077 5.3676
H 2.5440 -7.9421 5.5060
H 2.1557 -8.1914 3.7885
H 1.7043 -5.7823 3.4899
C -4.8812 7.4705 1.1199
C -4.9655 6.0356 0.6358
O -4.9087 6.2013 -0.7701
C -4.2232 7.3540 -1.0357
O -3.7928 7.6221 -2.1083
O -4.1027 8.0846 0.0795
F -6.1367 5.4342 0.9564
H -5.8648 7.9338 1.1552
H -4.3893 7.5867 2.0803
H -4.1492 5.3903 0.9561
C 6.8638 -4.3192 0.6797
C 6.2445 -5.6827 0.9219
O 7.2470 -6.5576 0.4594
C 8.4543 -5.9253 0.5834
O 9.5045 -6.4590 0.5096
O 8.2566 -4.6056 0.8135
F 5.1075 -5.8764 0.1967
H 6.6556 -3.9800 -0.3365
H 6.5606 -3.5596 1.3950
H 6.0282 -5.9031 1.9688
C 5.5843 -10.8736 6.9295
C 5.1549 -9.9969 5.7684
O 4.3727 -9.0114 6.4162
C 4.8241 -8.8897 7.7040
O 4.5500 -7.9905 8.4199
O 5.6205 -9.9339 8.0088
F 4.3787 -10.6540 4.8731
H 4.8315 -11.6364 7.1320
H 6.5576 -11.3354 6.7990
H 5.9716 -9.5098 5.2339
C -9.2244 9.5729 -1.2000
C -9.9047 8.9566 0.0083
O -8.8163 8.7691 0.8977
C -7.8590 9.6869 0.5952
O -6.9298 9.9433 1.2871
O -8.1176 10.2544 -0.5995
F -10.4684 7.7600 -0.2663
H -8.8530 8.7934 -1.8668
H -9.8448 10.2713 -1.7522
H -10.6479 9.5929 0.4904
*
```



[3]
The following is a quantum chemistry calculation of 2 unconnected molecules or ions with the total composition C7H3F5IN, from the Open Molecules 2025 dataset.

Summary:
Energy above the lowest of the compared OMol25 structures with the same formula, charge and spin in eV: 1.459
Molar mass in g/mol: 323.0
Calculated total energy in Ha: -1120.1714
E_LUMO in eV: -0.381
Orbital gap in eV: 8.667
SMILES string: N#C/C(F)=C/C=C/F.FC(F)=C(F)I

```
! wB97M-V def2-TZVPD RIJCOSX def2/J DEFGRID3
* xyz 0 1
C 1.0823 -0.2933 -0.0061
C -1.4078 0.2079 -2.7831
C -0.2617 0.2596 -1.8993
C -2.5699 -0.4184 -2.4830
C -0.1910 -0.2420 -0.6832
C 2.1633 -0.1612 2.9765
C 1.0616 0.5876 3.0646
N 2.1279 -0.3269 0.4818
F -3.6100 -0.4212 -3.3709
F -1.2102 -0.6732 0.0221
F 3.4099 0.2486 3.0680
F 2.0701 -1.4807 3.0269
F -0.0745 -0.1556 2.8653
I 0.9950 2.7160 3.3264
H -1.2219 0.4728 -3.7216
H 0.6925 0.6359 -2.1941
H -3.0555 -0.9560 -1.6902
*
```



[4]
The following is a quantum chemistry calculation of a single C3H5ClO molecule, from the Open Molecules 2025 dataset.

Summary:
Energy above the lowest of the compared OMol25 structures with the same formula, charge and spin in eV: 1.450
Molar mass in g/mol: 92.5
Calculated total energy in Ha: -652.6800
E_LUMO in eV: 0.883
Orbital gap in eV: 11.248
SMILES string: C=C[C@@H](O)Cl

```
! wB97M-V def2-TZVPD RIJCOSX def2/J DEFGRID3
* xyz 0 1
C 0.9947 -1.2240 -0.2150
C 0.7557 0.0801 0.0892
C -0.5104 0.9434 -0.0899
O -1.7242 0.1833 -0.6963
Cl -1.1365 1.4766 1.4463
H 1.9401 -1.6792 0.0467
H 0.3461 -1.9983 -0.4655
H 1.5712 0.6286 0.4892
H -0.3227 1.8799 -0.6701
H -1.9140 -0.2904 0.0655
*
```